Below is 5 unconnected molecules or ions with the total composition C41H53BFNO12S3, with properties calculated with wB97M-V/def2-TZVPD.

Last column: Löwdin charge in e.
Positions of all 112 atoms, in Å:
C1 -1.291142 3.590433 1.918157  -0.0106
C2 0.182338 3.614183 1.210309  -0.2125
O1 1.022678 4.609869 1.609021  -0.0280
O2 0.701517 2.634255 0.224099  -0.0107
C3 -0.383787 2.302349 -0.699419  -0.2390
O3 -0.687895 3.373400 -1.495478  0.0058
C4 -1.293841 0.970840 -0.849461  -0.0437
C5 -0.686622 -0.283611 -1.770526  -0.2776
C6 -2.088367 -1.059651 -2.257364  -0.1667
C7 -3.131537 -0.271036 -3.197856  -0.2279
C8 -3.764140 -1.102370 -4.460872  -0.2584
N1 -5.279910 -0.813292 -4.474639  -0.0625
C9 0.017329 0.434838 -3.050949  -0.5239
S1 -0.250017 -0.328772 -4.774395  0.8069
S2 1.873114 0.539910 -2.905959  0.8133
O4 2.397481 0.771462 -4.382275  -0.3933
O5 2.410490 1.800711 -2.143243  -0.3089
O6 2.464149 -0.919133 -2.413468  -0.2289
C10 1.562303 -1.899808 -1.833460  -0.3253
C11 2.690564 -2.811101 -0.987175  0.0004
B1 1.196626 -3.017217 -2.972197  -0.4660
O7 1.840210 -2.808738 -4.321294  0.0146
O8 0.443095 -4.267127 -2.863042  0.0751
C12 0.314937 -1.319416 -0.910037  -0.2435
C13 -0.502440 -2.642850 -0.293216  -0.1601
C14 -1.505555 -2.332218 0.956088  -0.1830
C15 -2.387906 -3.732514 1.198537  -0.1370
C16 -1.778725 -4.469904 2.570718  -0.1895
O9 -0.390313 -4.848290 2.268376  -0.1356
C17 0.449162 -4.924574 3.473493  -0.1075
O10 0.440092 -4.067574 4.504460  -0.0547
S3 1.111531 -0.660852 0.636040  0.9270
O11 0.304853 0.118165 1.677027  -0.3178
O12 2.435253 0.161208 0.403618  -0.2920
F1 1.641630 -1.954115 1.716062  -0.2461
H1 -1.744881 4.694110 1.920238  0.1209
H2 -1.270127 3.261944 3.063062  0.0982
H3 -2.094626 2.915471 1.404431  0.0822
H4 -1.695933 0.503212 0.174492  0.1283
H5 -2.319714 1.402859 -1.292797  0.1532
H6 -1.797351 -2.084568 -2.796710  0.1127
H7 -2.748391 -1.405979 -1.323082  0.1326
H8 -4.061472 0.089394 -2.541281  0.1236
H9 -2.689380 0.739298 -3.655244  0.1127
H10 -3.530594 -2.247546 -4.388050  0.1239
H11 -3.365959 -0.614988 -5.475393  0.1116
H12 -5.785022 -1.664033 -4.806835  0.0654
H13 -5.490185 0.034380 -5.046047  0.0728
H14 -0.372687 1.538911 -3.290297  0.1386
H15 -0.826228 -1.600842 -4.682875  -0.0779
H16 3.348551 -2.181703 -0.261041  0.1159
H17 3.443676 -3.156892 -1.851170  0.1310
H18 2.257253 -3.803686 -0.558799  0.1000
H19 2.621895 -3.463013 -4.345518  0.1385
H20 0.725249 -4.687829 -1.975594  0.1279
H21 -1.102001 -3.261272 -1.071713  0.1110
H22 0.262613 -3.436718 0.171975  0.1252
H23 -2.293512 -1.490842 0.798213  0.1006
H24 -0.945917 -2.159430 1.996247  0.1232
H25 -2.209625 -4.516752 0.324907  0.1200
H26 -3.544460 -3.508184 1.284487  0.1263
H27 -1.905830 -3.680612 3.425657  0.1364
H28 -2.406116 -5.427153 2.854485  0.1414
H29 1.267770 -5.791205 3.534379  0.1780
C18 3.877719 -3.168827 9.138003  -0.1034
C19 3.067038 -2.161428 8.615785  -0.1000
C20 2.223970 -2.431931 7.538347  -0.0874
C21 2.184345 -3.713777 6.988968  -0.0901
C22 2.992308 -4.722127 7.513671  -0.0974
C23 3.842232 -4.449190 8.585157  -0.1039
H30 4.537145 -2.956750 9.975513  0.0975
H31 3.092920 -1.164385 9.048360  0.0983
H32 1.597376 -1.645050 7.127357  0.1017
H33 1.523796 -3.926028 6.152465  0.0548
H34 2.960100 -5.721430 7.086465  0.0955
H35 4.475585 -5.233579 8.990105  0.0965
C24 -0.980968 -2.109783 -8.049634  -0.0991
C25 -1.791648 -1.102385 -8.571853  -0.0986
C26 -2.634715 -1.372887 -9.649291  -0.0957
C27 -2.674341 -2.654733 -10.198669  -0.0969
C28 -1.866378 -3.663083 -9.673966  -0.0972
C29 -1.016455 -3.390146 -8.602480  -0.0920
H36 -0.321541 -1.897706 -7.212124  0.0702
H37 -1.765766 -0.105341 -8.139277  0.0984
H38 -3.261309 -0.586006 -10.060280  0.1002
H39 -3.334889 -2.866984 -11.035172  0.1000
H40 -1.898586 -4.662386 -10.101172  0.1002
H41 -0.383101 -4.174535 -8.197532  0.1011
C30 2.437350 6.687755 -0.243795  -0.0838
C31 2.757315 6.202037 -1.511260  -0.0794
C32 3.700214 6.865663 -2.295703  -0.0984
C33 4.330996 8.010594 -1.808095  -0.1084
C34 4.013727 8.494131 -0.539072  -0.1085
C35 3.063991 7.835759 0.241628  -0.0943
H42 1.699953 6.172229 0.365895  0.0664
H43 2.270780 5.305956 -1.888367  0.1011
H44 3.944387 6.490777 -3.285932  0.0979
H45 5.069412 8.525105 -2.417303  0.0947
H46 4.506586 9.385461 -0.158585  0.0948
H47 2.813048 8.215897 1.227989  0.0978
C36 -1.797457 4.210194 8.114450  -0.0985
C37 -0.443584 3.943169 7.913224  -0.0959
C38 0.115216 4.087003 6.643632  -0.0875
C39 -0.678595 4.507839 5.576264  -0.1012
C40 -2.031666 4.778479 5.778353  -0.1018
C41 -2.592516 4.625669 7.046045  -0.0992
H48 -2.233358 4.094695 9.103335  0.0993
H49 0.176423 3.621878 8.746440  0.1002
H50 1.168656 3.872397 6.485764  0.1039
H51 -0.242206 4.624706 4.587820  0.0866
H52 -2.649771 5.107996 4.946780  0.0966
H53 -3.647885 4.831289 7.201939  0.0985

Cartesian forces, eV/Å:
C -0.88 0.17 0.06
C 4.41 5.31 2.43
O -5.55 -7.23 -2.72
O -4.08 0.63 1.00
C -1.07 6.85 -3.61
O 1.42 -7.27 4.68
C -1.13 -0.19 1.07
C -1.81 1.63 0.42
C -0.28 -1.77 0.23
C -0.55 1.70 -0.23
C -0.23 1.38 -0.52
N 1.06 -1.01 -0.24
C -1.00 -0.70 -0.31
S -0.14 -0.48 0.29
S 5.54 6.66 -4.83
O -2.37 -1.93 5.28
O -2.94 -5.43 -1.10
O -1.93 1.56 0.30
C 0.43 -1.33 1.69
C 0.80 -0.55 -1.47
B 0.30 -1.24 -3.45
O 0.24 -1.77 3.54
O 2.65 1.68 2.34
C -0.39 -2.61 -0.97
C -0.03 -0.79 1.17
C -0.85 -1.34 0.87
C 0.99 -0.71 0.38
C -2.41 1.10 -0.54
O 1.03 -0.14 3.91
C 0.27 3.92 4.11
O -0.89 -5.38 -7.18
S 4.95 7.15 6.24
O 0.86 -3.21 -4.05
O -5.17 -4.42 -0.42
F -1.11 1.17 -2.70
H 1.39 -2.39 -0.21
H 0.52 0.58 -2.63
H 1.74 1.10 0.72
H 1.57 1.25 -1.94
H 2.69 -0.99 0.35
H -0.45 2.24 1.11
H 1.90 0.83 -1.79
H 2.02 -0.96 -1.40
H -0.72 -2.24 1.12
H -0.58 2.21 -0.23
H -0.23 -1.54 2.27
H 0.49 1.40 0.08
H 0.22 -1.41 0.48
H 1.20 -2.28 1.17
H 0.50 1.19 0.72
H -1.60 -1.11 -1.17
H -1.56 0.77 1.83
H 0.74 2.04 -0.40
H -1.87 1.31 -0.28
H -1.14 0.87 -1.86
H 1.19 1.65 1.00
H -1.43 2.03 -1.11
H 1.74 -1.32 0.10
H -1.04 -0.07 -2.60
H -0.51 1.76 1.65
H 2.47 -0.57 0.03
H 0.78 -1.64 -1.44
H 1.40 1.81 -0.66
H -2.01 1.80 -0.84
C -0.10 -0.06 -0.13
C -0.01 -0.13 -0.07
C 0.16 -0.17 0.14
C 0.03 0.01 0.09
C 0.05 0.25 0.13
C -0.09 0.12 -0.05
H -0.09 -0.03 -0.12
H 0.01 -0.15 -0.06
H 0.08 -0.11 0.05
H 0.29 0.09 0.37
H 0.01 0.13 0.06
H -0.08 0.10 -0.04
C -0.16 -0.06 -0.11
C -0.03 -0.14 -0.04
C 0.08 -0.17 0.07
C 0.11 0.06 0.15
C 0.01 0.15 0.06
C -0.12 0.13 -0.04
H 0.00 -0.03 -0.14
H 0.03 -0.13 -0.07
H 0.09 -0.11 0.06
H 0.10 0.03 0.12
H 0.01 0.16 0.06
H -0.08 0.11 -0.05
C 0.00 0.16 -0.05
C 0.06 0.15 0.02
C -0.02 0.08 0.19
C -0.13 -0.09 0.09
C -0.06 -0.11 -0.05
C 0.07 -0.08 -0.26
H 0.25 0.13 -0.19
H 0.07 0.11 0.08
H -0.02 0.03 0.14
H -0.10 -0.06 0.08
H -0.07 -0.12 -0.06
H 0.03 -0.06 -0.11
C 0.04 0.03 -0.19
C -0.09 0.04 -0.14
C -0.17 0.03 0.03
C -0.06 -0.04 0.15
C 0.11 -0.09 0.14
C 0.18 -0.04 0.00
H 0.06 0.02 -0.14
H -0.10 0.04 -0.13
H -0.15 0.05 0.01
H 0.01 0.04 0.15
H 0.08 -0.03 0.12
H 0.14 -0.02 -0.02

Calculated values
HOMO-LUMO gap: 7.1 eV
E_tot: -105321.392 eV
Net charge: 0
LUMO level: -0.0499 hartree
Structure (SMILES): CC(=O)OC(=O)C[C@@]1(CCCN)[C@H](S)S(=O)(=O)O[C@](C)(B(O)O)[C@@]1(CCCCOC=O)S(=O)(=O)F.c1ccccc1.c1ccccc1.c1ccccc1.c1ccccc1
Largest force on an atom: 0.20805 Eh/bohr
HOMO level: -8.4 eV